Density functional theory data (ωB97M-V/def2-TZVPD) for a single C2H3P molecule at a distorted geometry.

As for the SMILES: C#CP. For the largest force on an atom, the calculation gives 10.4 eV Å⁻¹. As for the calculated total energy: -11406.990 eV. As for the highest occupied orbital energy: -9.520 eV. The calculation puts the energy above the lowest of the compared OMol25 structures with the same formula, charge and spin at 40.3 kcal/mol. The calculation puts the HOMO-LUMO gap at 0.3557 Eh.

The geometry in XYZ format:
```
6
C2H3P | the OMol25 dataset | ωB97M-V/def2-TZVPD
C -0.499 1.751 0.976
C -0.323 0.373 0.896
P 0.733 -1.010 0.555
H -1.335 2.357 1.243
H -0.082 -1.811 -0.167
H 0.171 -1.604 1.584
```

---

Density functional theory data (ωB97M-V/def2-TZVPD) for a molecular structure, C2H3P at a distorted geometry.

For the largest force on an atom, the calculation gives 4.7 eV Å⁻¹. As for the calculated total energy: -11406.438 eV. As for the highest occupied orbital energy: -9.929 eV. The calculation puts the energy above the lowest of the compared OMol25 structures with the same formula, charge and spin at 53.0 kcal/mol. The calculation puts the HOMO-LUMO gap at 0.3400 Eh.

The geometry in XYZ format:
```
6
C2H3P | the OMol25 dataset | ωB97M-V/def2-TZVPD
C -0.387 -1.280 1.625
C -0.285 -0.366 0.852
P -0.552 1.562 -0.575
H -0.372 -2.256 1.873
H -0.766 0.908 -1.771
H 0.806 1.917 -0.572
```